DFT (ωB97M-V/def2-TZVPD) results for a 7-piece molecular cluster, C42H105N7O14 overall at a distorted geometry.

```
! wB97M-V def2-TZVPD RIJCOSX def2/J DEFGRID3
* xyz 0 1
C -8.21 -0.45 -2.67
O -8.01 -0.73 -1.31
C -8.51 -2.01 -0.90
C -7.71 -3.21 -1.41
N -6.50 -3.47 -0.67
C -5.88 -4.55 -1.49
C -4.45 -4.82 -0.97
O -3.49 -3.78 -1.15
C -2.43 -3.68 -0.26
H -8.04 0.58 -2.97
H -9.28 -0.46 -2.88
H -7.67 -1.13 -3.33
H -9.46 -2.12 -1.41
H -8.67 -2.10 0.18
H -7.48 -2.93 -2.44
H -8.33 -4.11 -1.34
H -5.93 -2.65 -0.57
H -5.70 -4.20 -2.51
H -6.47 -5.47 -1.56
H -3.95 -5.68 -1.42
H -4.45 -5.08 0.08
H -2.01 -4.68 -0.09
H -2.89 -3.06 0.51
H -1.65 -3.02 -0.62
C -4.09 3.86 3.07
O -4.10 3.85 4.48
C -3.04 3.14 5.06
C -1.68 3.75 4.76
N -1.48 4.77 5.81
C -2.26 5.98 5.63
C -1.73 7.16 6.47
O -1.28 6.84 7.85
C 0.00 7.34 8.20
H -3.29 4.39 2.55
H -4.98 4.39 2.75
H -4.14 2.90 2.56
H -2.99 2.20 4.51
H -3.27 2.94 6.10
H -1.59 4.35 3.86
H -0.90 3.02 4.94
H -1.59 4.48 6.78
H -3.32 5.81 5.79
H -2.41 6.38 4.63
H -2.54 7.88 6.57
H -0.87 7.40 5.85
H 0.19 8.41 8.13
H 0.84 6.81 7.75
H 0.16 7.15 9.26
C -4.20 -1.07 -3.23
O -4.51 -0.38 -4.45
C -4.37 0.99 -4.47
C -4.84 1.62 -5.76
N -6.25 1.29 -5.77
C -6.70 1.15 -7.15
C -8.05 0.48 -7.38
O -8.09 -0.88 -7.47
C -7.48 -1.67 -6.47
H -3.23 -0.75 -2.85
H -4.10 -2.13 -3.47
H -4.97 -1.06 -2.46
H -3.33 1.25 -4.27
H -4.68 1.47 -3.54
H -4.23 1.10 -6.50
H -4.56 2.67 -5.87
H -6.13 0.35 -5.42
H -6.09 0.49 -7.76
H -6.72 2.11 -7.67
H -8.45 0.68 -8.37
H -8.85 0.95 -6.81
H -7.78 -1.35 -5.47
H -6.39 -1.71 -6.47
H -7.87 -2.69 -6.49
C 1.77 -1.19 -1.10
O 2.81 -0.28 -1.09
C 3.16 0.36 0.02
C 2.12 1.22 0.69
N 1.61 2.26 -0.28
C 0.46 3.13 0.03
C -0.74 2.38 0.56
O -1.07 1.20 -0.23
C -2.33 0.72 0.08
H 1.65 -1.63 -2.09
H 0.89 -0.63 -0.78
H 2.01 -2.04 -0.45
H 4.01 0.99 -0.24
H 3.53 -0.37 0.74
H 2.64 1.73 1.50
H 1.33 0.54 1.03
H 1.58 1.79 -1.17
H 0.19 3.82 -0.77
H 0.73 3.72 0.91
H -1.66 2.94 0.76
H -0.55 2.02 1.57
H -3.14 1.33 -0.33
H -2.37 0.61 1.16
H -2.39 -0.29 -0.33
C 4.45 -4.02 1.21
O 5.05 -4.81 0.24
C 5.96 -5.82 0.73
C 6.71 -6.63 -0.37
N 7.80 -5.81 -0.91
C 8.54 -6.26 -2.11
C 8.82 -7.78 -2.07
O 8.39 -8.65 -3.04
C 6.96 -8.66 -3.37
H 3.81 -3.21 0.85
H 5.25 -3.55 1.78
H 3.88 -4.59 1.95
H 5.40 -6.54 1.33
H 6.81 -5.47 1.31
H 6.07 -7.20 -1.04
H 7.24 -7.45 0.13
H 7.26 -4.96 -0.94
H 9.47 -5.69 -2.20
H 7.87 -5.94 -2.92
H 8.48 -8.14 -1.10
H 9.91 -7.81 -2.09
H 6.58 -7.66 -3.59
H 6.57 -9.05 -2.43
H 6.92 -9.39 -4.17
C 3.53 4.77 0.82
O 4.37 5.78 1.26
C 5.66 5.41 1.72
C 6.50 6.64 2.22
N 7.36 7.34 1.34
C 6.68 8.00 0.28
C 7.66 8.99 -0.47
O 7.75 10.14 0.32
C 8.14 11.27 -0.42
H 3.75 3.85 1.37
H 3.74 4.54 -0.23
H 2.46 4.94 0.76
H 6.19 4.99 0.87
H 5.60 4.67 2.52
H 7.20 6.26 2.96
H 5.93 7.37 2.80
H 7.79 8.10 1.85
H 5.86 8.59 0.68
H 6.41 7.20 -0.41
H 7.25 9.21 -1.45
H 8.65 8.53 -0.49
H 9.07 11.15 -0.98
H 8.28 12.13 0.23
H 7.54 11.44 -1.32
C -1.81 -2.01 3.26
O -0.39 -2.06 3.00
C 0.38 -2.98 3.83
C 0.46 -4.52 3.36
N 1.08 -4.66 2.00
C 1.13 -6.10 1.61
C 1.47 -6.13 0.10
O 0.24 -5.67 -0.50
C 0.39 -5.09 -1.75
H -2.31 -2.86 2.79
H -2.17 -1.10 2.78
H -2.00 -1.93 4.33
H -0.16 -3.10 4.77
H 1.42 -2.67 3.92
H -0.57 -4.88 3.38
H 1.01 -5.08 4.12
H 0.38 -4.25 1.40
H 0.17 -6.61 1.70
H 1.80 -6.60 2.31
H 1.65 -7.19 -0.10
H 2.35 -5.50 -0.06
H 1.14 -5.61 -2.35
H 0.49 -4.01 -1.82
H -0.54 -5.27 -2.29
*
```

Computed properties:
HOMO-LUMO gap   8.7 eV
E_HOMO   -0.301 Ha
SMILES string   COCCNCCOC.COCCNCCOC.COCCNCCOC.COCCNCCOC.COCCNCCOC.COCCNCCOC.COCCNCCOC
Total energy   -3099.29161 a.u.
Largest force on an atom   4.0 eV/Å
ΔE to the lowest compared entry with this formula, charge and spin   574.3 kJ/mol

DFT (ωB97M-V/def2-TZVPD) results for C42H108N15O11P5 as an isolated structure at a distorted geometry.

```
! wB97M-V def2-TZVPD RIJCOSX def2/J DEFGRID3
* xyz 0 1
O 0.91 -1.10 0.16
P 0.10 -0.04 -0.49
N -0.79 0.98 0.51
C -1.91 1.79 -0.04
C -0.66 1.05 2.01
N -0.83 -0.59 -1.94
C -1.95 -1.45 -1.57
C -0.15 -0.90 -3.20
N 1.20 1.17 -1.22
C 0.77 2.36 -1.99
C 2.56 1.16 -0.58
H -2.03 2.67 0.59
H -2.78 1.18 -0.28
H -1.60 2.18 -1.01
H -0.65 0.10 2.54
H -1.40 1.73 2.44
H 0.35 1.45 2.09
H -2.18 -1.35 -0.51
H -2.81 -1.20 -2.19
H -1.64 -2.46 -1.85
H 0.34 -1.87 -3.12
H -0.90 -1.03 -3.99
H 0.52 -0.12 -3.55
H 1.52 2.51 -2.76
H -0.14 2.07 -2.51
H 0.71 3.22 -1.33
H 3.21 0.38 -0.96
H 2.61 1.15 0.51
H 3.14 2.07 -0.75
O 3.35 5.04 0.51
P 1.93 4.99 0.98
N 0.88 4.68 -0.31
C -0.56 4.50 -0.19
C 1.44 4.98 -1.61
N 1.24 6.43 1.68
C 0.05 6.45 2.58
C 1.50 7.64 1.00
N 1.68 3.81 2.15
C 1.09 2.52 1.82
C 2.37 3.70 3.36
H -1.12 5.40 -0.45
H -0.86 4.26 0.83
H -0.83 3.69 -0.86
H 2.09 5.85 -1.61
H 0.62 5.07 -2.32
H 2.04 4.10 -1.83
H 0.26 5.82 3.44
H -0.17 7.41 3.05
H -0.91 6.10 2.20
H 2.57 7.78 0.85
H 0.86 7.72 0.12
H 1.19 8.56 1.50
H 0.07 2.67 1.47
H 1.74 1.98 1.13
H 1.00 1.89 2.71
H 2.45 4.63 3.92
H 3.38 3.31 3.27
H 1.86 3.12 4.13
O 3.34 -4.92 -1.25
P 3.65 -3.82 -0.32
N 2.95 -2.33 -0.80
C 1.92 -2.27 -1.91
C 3.18 -1.10 -0.05
N 5.36 -3.37 -0.27
C 6.09 -2.97 0.85
C 6.23 -3.96 -1.35
N 3.12 -4.09 1.28
C 3.68 -5.16 2.13
C 1.70 -3.96 1.68
H 1.98 -3.19 -2.49
H 1.93 -1.35 -2.49
H 0.90 -2.23 -1.51
H 3.84 -1.07 0.82
H 2.17 -0.86 0.31
H 3.77 -0.34 -0.57
H 6.85 -2.27 0.52
H 5.44 -2.60 1.65
H 6.48 -3.89 1.28
H 6.97 -4.65 -0.94
H 5.63 -4.52 -2.07
H 6.78 -3.23 -1.94
H 3.34 -6.19 2.02
H 4.77 -5.14 2.06
H 3.68 -4.84 3.17
H 1.34 -4.98 1.77
H 1.20 -3.32 0.96
H 1.63 -3.51 2.67
O -6.91 -1.48 -1.95
P -5.85 -1.15 -3.01
N -6.51 -1.33 -4.53
C -7.12 -2.58 -4.80
C -6.02 -0.70 -5.78
N -4.53 -2.25 -3.03
C -3.64 -2.36 -4.16
C -4.24 -3.19 -1.97
N -5.33 0.55 -3.01
C -3.94 0.90 -2.78
C -6.34 1.57 -3.22
H -7.79 -2.48 -5.65
H -7.74 -2.87 -3.95
H -6.33 -3.29 -5.02
H -5.19 -0.08 -5.47
H -6.79 -0.11 -6.27
H -5.58 -1.34 -6.55
H -3.45 -1.43 -4.69
H -2.64 -2.71 -3.89
H -4.01 -3.05 -4.92
H -5.08 -3.32 -1.28
H -3.96 -4.19 -2.27
H -3.49 -2.71 -1.33
H -3.93 1.63 -1.97
H -3.23 0.16 -2.41
H -3.50 1.12 -3.75
H -6.89 1.63 -4.16
H -6.10 2.60 -2.98
H -7.20 1.21 -2.63
O 4.61 -1.07 3.37
P 3.37 -0.92 4.16
N 3.23 -1.60 5.74
C 2.06 -1.71 6.57
C 4.46 -2.04 6.42
N 2.05 -1.38 3.20
C 0.94 -2.35 3.45
C 1.96 -0.72 1.85
N 2.95 0.74 4.44
C 3.88 1.90 4.34
C 1.52 1.19 4.48
H 1.70 -2.73 6.65
H 1.26 -1.01 6.30
H 2.38 -1.62 7.61
H 4.83 -2.92 5.90
H 4.51 -2.19 7.49
H 5.26 -1.32 6.24
H 0.79 -3.14 2.71
H 1.23 -2.88 4.36
H 0.07 -1.83 3.85
H 0.96 -0.64 1.43
H 2.30 0.28 2.13
H 2.56 -1.29 1.15
H 4.25 2.28 3.39
H 3.46 2.78 4.82
H 4.83 1.81 4.88
H 0.79 0.46 4.82
H 1.20 1.50 3.49
H 1.41 2.11 5.06
O -4.30 2.20 2.12
C -4.38 1.14 1.50
O -3.26 0.45 1.13
C -3.52 -0.87 0.70
C -4.94 -0.87 0.32
C -5.61 0.24 1.10
H -3.58 -1.58 1.52
H -2.91 -1.17 -0.15
H -5.40 -1.85 0.23
H -4.85 -0.68 -0.75
H -5.96 -0.04 2.10
H -6.36 0.89 0.65
O -1.48 -3.85 3.99
C -1.35 -3.42 2.87
O -0.90 -2.12 2.69
C -1.01 -1.72 1.44
C -1.49 -2.97 0.61
C -1.65 -4.14 1.59
H 0.04 -1.63 1.18
H -1.62 -0.89 1.08
H -0.78 -3.36 -0.11
H -2.42 -2.69 0.12
H -1.00 -4.98 1.36
H -2.70 -4.43 1.62
O 2.57 3.98 -6.30
C 2.00 3.04 -5.81
O 2.65 1.93 -5.46
C 1.74 0.88 -4.91
C 0.35 1.24 -5.49
C 0.50 2.69 -5.74
H 1.69 0.99 -3.82
H 2.11 -0.11 -5.13
H -0.39 0.96 -4.75
H 0.11 0.73 -6.42
H 0.03 3.38 -5.04
H -0.06 3.09 -6.59
*
```

Computed properties:
HOMO-LUMO gap   6.9 eV
E_HOMO   -0.256 Ha
Total energy   -5019.59717 a.u.
Largest force on an atom   10.6 eV/Å
ΔE to the lowest compared entry with this formula, charge and spin   3467.4 kJ/mol